[1]
# C10H30B3CaF12KO5

A structure of composition C10H30B3CaF12KO5 at a distorted geometry (ωB97M-V/def2-TZVPD, the Open Molecules 2025 dataset).

For the HOMO energy, the calculation gives -9.67 eV. The value obtained for the energy is -90509.84336 eV. The spin multiplicity is 1. Its energy relative to the best compared isomer or geometry (same formula, charge and spin) is 12.0846 eV. The frontier orbital gap is 5.894 eV.

Geometry as XYZ:
```
62
Properties=species:S:1:pos:R:3:forces:R:3
K -7.115 14.633 10.051 -0.14 -0.17 -0.15
Ca -13.218 6.672 11.327 -0.31 -0.02 0.17
B -17.108 9.288 10.964 -0.69 0.17 -0.46
F -18.419 8.933 10.874 -1.42 -0.51 0.22
F -16.992 10.644 10.987 0.44 1.49 0.00
F -16.525 8.758 12.104 1.17 -0.97 1.30
F -16.464 8.753 9.852 1.41 -0.71 -1.00
B -12.890 2.953 13.665 -1.11 -1.48 2.70
F -12.047 3.399 12.744 2.11 1.58 -3.39
F -14.009 3.812 13.670 -0.61 1.27 -0.08
F -13.356 1.676 13.434 -0.07 -0.52 -0.44
F -12.184 2.974 14.877 -0.31 0.28 0.49
B -10.478 9.007 8.348 0.65 0.93 0.04
F -9.344 9.723 8.689 1.47 0.64 0.09
F -10.348 7.719 8.782 0.36 -2.67 0.04
F -11.481 9.491 9.133 -2.61 1.16 1.33
F -10.742 9.177 7.016 -0.24 -0.33 -0.87
C -7.478 4.885 4.121 -0.34 0.39 -0.55
C -7.417 4.969 2.592 1.19 -1.08 0.95
O -8.632 4.530 2.016 -0.19 0.72 -0.03
H -8.037 5.741 4.498 -0.35 -0.31 0.24
H -6.505 4.925 4.610 0.19 -0.02 -0.35
H -7.929 3.924 4.367 -0.22 0.20 0.24
H -6.667 4.238 2.290 0.46 0.08 -0.20
H -7.075 5.948 2.257 -0.32 0.20 -0.10
H -8.548 4.789 1.095 -0.42 -0.18 -0.20
C -8.059 12.173 3.109 0.74 -0.83 -0.26
C -9.071 13.061 3.757 0.40 0.53 -1.17
O -8.947 13.088 5.154 -0.19 0.24 0.39
H -7.978 12.378 2.042 -0.52 -0.39 -0.19
H -8.325 11.141 3.336 0.11 -0.23 -0.48
H -7.022 12.287 3.427 -0.09 0.39 0.58
H -10.055 12.743 3.413 -0.27 -0.01 0.27
H -8.918 14.047 3.317 -0.14 0.42 0.65
H -9.259 12.231 5.455 -0.04 -0.15 0.33
C -15.596 12.046 4.872 -0.36 -0.51 -0.44
C -15.741 10.690 4.168 0.54 0.27 1.41
O -14.533 10.307 3.531 -0.14 0.10 -0.63
H -16.481 12.180 5.494 -0.04 0.36 -0.05
H -15.489 12.839 4.133 -0.03 0.15 0.18
H -14.734 12.033 5.539 0.08 0.02 -0.05
H -16.597 10.677 3.492 0.35 -0.09 -0.24
H -15.894 9.966 4.968 -0.61 -0.23 -0.03
H -13.917 10.161 4.252 0.24 -0.08 -0.10
C -10.477 10.898 16.273 -0.46 0.14 -1.12
C -10.769 10.377 14.822 0.60 -0.11 1.26
O -10.843 8.964 14.700 -0.38 -0.34 0.17
H -11.167 10.495 17.015 0.04 -0.21 -0.15
H -10.679 11.967 16.215 0.10 0.17 0.20
H -9.448 10.783 16.613 -0.01 -0.26 -0.14
H -9.949 10.646 14.156 -0.21 0.85 -0.14
H -11.735 10.780 14.519 0.20 -0.04 -0.27
H -9.989 8.631 14.987 0.01 -0.30 0.05
C -5.864 3.260 11.394 -0.50 -0.06 -0.08
C -4.561 3.915 11.814 -0.38 -0.75 -0.28
O -4.439 3.779 13.234 0.11 0.09 -0.53
H -5.961 3.114 10.318 0.19 0.58 -0.19
H -6.713 3.844 11.750 -0.09 -0.12 -0.02
H -5.975 2.234 11.744 0.26 0.12 0.56
H -4.523 4.958 11.498 -0.14 0.21 0.13
H -3.779 3.402 11.253 0.49 -0.10 0.34
H -3.540 4.010 13.480 0.05 0.03 0.07
```
Forces are in eV/Å.

[2]
# C22H25N3O3RuS

A structure of composition C22H25N3O3RuS (ωB97M-V/def2-TZVPD, the Open Molecules 2025 dataset).

The net charge is +2. For the HOMO energy, the calculation gives -14.58 eV. The value obtained for the energy is -47235.68220 eV. The spin multiplicity is 1. Its energy relative to the best compared isomer or geometry (same formula, charge and spin) is 0.0000 eV. The frontier orbital gap is 6.899 eV.

Geometry as XYZ:
```
55
Properties=species:S:1:pos:R:3:forces:R:3
Ru 1.368 -0.558 -0.028 -0.34 0.19 0.27
O -4.158 -2.445 -3.622 -0.01 0.00 -0.01
C -2.922 -3.035 -3.943 0.00 -0.01 0.00
C -1.869 -2.449 -3.048 0.03 -0.01 0.01
C -0.532 -2.800 -3.194 -0.01 0.00 0.01
C 0.413 -2.244 -2.356 0.02 -0.05 -0.04
N 0.079 -1.374 -1.401 0.13 0.07 0.06
C -1.212 -1.037 -1.234 -0.08 0.08 -0.02
C -2.206 -1.549 -2.043 -0.01 0.02 0.02
C -1.452 -0.080 -0.137 -0.03 0.01 0.01
C -2.705 0.356 0.246 0.02 0.01 0.00
C -2.834 1.243 1.308 -0.01 0.00 0.00
C -4.186 1.720 1.751 0.00 -0.01 0.00
O -5.161 1.112 0.946 -0.01 0.03 -0.02
C -1.679 1.674 1.958 0.00 0.01 -0.02
C -0.457 1.213 1.533 0.00 0.05 0.00
N -0.343 0.351 0.511 0.08 -0.04 -0.04
H -4.849 -2.813 -4.182 0.01 0.00 0.01
H -2.637 -2.852 -4.985 0.00 0.00 0.00
H -2.935 -4.121 -3.790 0.00 0.00 -0.01
H -0.215 -3.501 -3.955 0.00 0.00 -0.01
H 1.463 -2.484 -2.446 -0.02 0.00 0.01
H -3.240 -1.268 -1.915 0.00 -0.01 0.00
H -3.593 0.009 -0.259 0.00 0.00 0.00
H -4.208 2.813 1.673 0.01 0.00 0.00
H -4.308 1.464 2.811 0.00 0.00 0.00
H -6.033 1.458 1.166 0.02 -0.02 0.01
H -1.728 2.360 2.793 0.00 0.00 0.00
H 0.465 1.519 2.005 -0.01 -0.01 0.01
C 2.028 -2.715 1.840 -0.12 0.11 0.15
O 1.265 -2.195 0.747 0.25 -0.23 -0.33
H 3.076 -2.431 1.771 0.02 0.02 0.00
H 1.940 -3.798 1.782 0.00 0.00 0.00
H 1.600 -2.370 2.784 0.03 0.00 -0.02
C 4.877 -0.450 4.050 0.00 -0.01 0.01
C 4.362 0.797 3.320 0.01 -0.02 -0.05
C 3.391 0.455 2.285 -0.06 0.04 0.04
N 2.621 0.171 1.486 0.05 -0.12 -0.05
H 5.578 -0.140 4.821 0.00 0.00 0.00
H 5.397 -1.118 3.366 0.00 0.00 0.00
H 4.063 -0.992 4.528 0.00 0.00 0.00
H 5.176 1.336 2.831 0.01 0.01 0.01
H 3.875 1.492 4.007 0.00 0.00 0.00
S 2.902 -0.010 -1.665 0.04 0.00 -0.09
C 1.834 1.368 -1.457 0.00 -0.02 0.12
C 0.695 1.526 -2.277 0.02 -0.08 -0.01
C -0.144 2.605 -2.098 -0.01 0.00 -0.01
C 0.144 3.550 -1.115 -0.01 0.03 0.02
C 1.287 3.442 -0.329 -0.01 0.01 -0.01
C 2.136 2.367 -0.505 0.04 -0.02 -0.08
H 0.507 0.797 -3.053 -0.02 -0.02 0.00
H -1.010 2.732 -2.733 0.00 -0.01 0.00
H -0.515 4.400 -0.988 0.01 0.00 0.01
H 1.528 4.208 0.395 -0.01 0.02 -0.01
H 3.060 2.293 0.048 -0.03 -0.02 0.03
```
Forces are in eV/Å.

[3]
# C35H43FN4O6PTl

A structure of composition C35H43FN4O6PTl (ωB97M-V/def2-TZVPD, the Open Molecules 2025 dataset).

For the HOMO energy, the calculation gives -5.70 eV. The value obtained for the energy is -71936.94103 eV. The spin multiplicity is 1. Its energy relative to the best compared isomer or geometry (same formula, charge and spin) is 0.4416 eV. The frontier orbital gap is 4.171 eV.

Geometry as XYZ:
```
91
Properties=species:S:1:pos:R:3:forces:R:3
Tl 1.579 1.764 2.857 0.01 -0.08 0.02
N 0.765 -1.602 0.521 -0.02 0.17 0.05
C -0.526 -1.216 0.248 0.20 -0.04 0.07
C -1.025 -1.307 -1.058 0.04 0.00 -0.07
C -2.350 -1.030 -1.347 -0.03 0.00 0.00
C -3.210 -0.626 -0.337 -0.04 -0.01 0.01
C -2.719 -0.534 0.964 0.08 0.00 0.01
C -1.400 -0.830 1.288 -0.07 -0.03 0.11
C -0.987 -0.907 2.726 0.08 0.05 -0.08
C -1.764 -1.765 3.515 0.01 0.02 -0.02
C -1.484 -1.958 4.858 -0.01 -0.01 0.00
C -0.410 -1.285 5.418 -0.01 -0.01 0.00
C 0.350 -0.435 4.623 0.00 0.01 0.00
C 0.116 -0.206 3.260 -0.10 -0.02 0.03
H 1.165 -1.275 1.397 -0.09 -0.06 -0.09
H 1.426 -1.511 -0.237 -0.04 -0.06 -0.01
H -0.355 -1.641 -1.844 0.00 0.00 0.00
H -2.699 -1.147 -2.369 0.04 -0.02 0.03
H -4.257 -0.416 -0.535 0.01 -0.01 0.00
H -3.380 -0.244 1.773 -0.02 0.01 -0.01
H -2.589 -2.301 3.056 -0.01 -0.01 0.01
H -2.091 -2.630 5.453 0.00 0.00 0.00
H -0.167 -1.420 6.466 0.01 0.00 0.00
H 1.180 0.079 5.112 0.00 0.02 -0.01
F -4.182 2.829 -1.022 0.05 0.06 -0.08
C -3.000 2.475 -1.623 -0.05 -0.03 0.02
C -1.863 2.480 -0.874 0.00 -0.03 -0.06
C -0.680 2.019 -1.443 0.00 0.00 -0.02
C 0.502 1.897 -0.551 -0.08 -0.07 0.05
O 0.415 2.364 0.578 0.04 0.10 0.02
C 1.620 1.189 -1.127 0.13 0.10 -0.10
C 1.565 0.856 -2.439 0.00 -0.01 0.05
N 0.517 1.079 -3.285 -0.02 0.00 0.00
C 0.572 0.584 -4.634 0.00 0.01 0.00
C 1.797 0.872 -5.441 -0.01 0.00 0.01
C 0.509 1.572 -5.763 0.00 0.00 0.01
C -0.662 1.591 -2.772 -0.01 -0.02 -0.03
C -1.845 1.612 -3.522 0.01 0.04 0.00
C -3.027 2.034 -2.947 -0.14 -0.01 0.12
N -4.253 1.850 -3.671 0.12 0.16 -0.11
C -5.054 0.704 -3.319 -0.06 -0.03 0.06
C -6.180 1.031 -2.342 0.02 -0.04 -0.01
N -6.975 2.192 -2.898 -0.01 0.02 -0.01
C -6.124 3.408 -3.184 0.04 -0.11 0.02
C -5.013 2.984 -4.140 0.02 -0.04 0.02
C 2.872 0.722 -0.367 -0.14 -0.36 0.06
O 3.765 0.212 -1.062 0.01 0.12 0.00
O 2.828 0.800 0.884 0.07 0.16 -0.06
H -1.858 2.764 0.170 -0.01 0.01 0.00
H 2.426 0.355 -2.863 0.00 0.01 0.00
H 0.090 -0.378 -4.780 0.00 0.00 0.00
H 2.148 0.095 -6.105 0.00 0.00 0.00
H 2.576 1.453 -4.967 0.00 0.00 0.00
H -0.030 1.289 -6.656 0.00 0.00 -0.01
H 0.434 2.615 -5.487 0.00 0.00 0.00
H -1.872 1.238 -4.535 0.00 0.00 -0.01
H -4.416 -0.048 -2.858 -0.05 -0.01 -0.03
H -5.487 0.259 -4.226 -0.02 0.03 -0.01
H -5.805 1.341 -1.370 0.01 0.00 -0.06
H -6.869 0.195 -2.232 -0.01 0.00 0.04
H -7.725 2.437 -2.253 0.01 0.00 0.00
H -7.419 1.893 -3.770 -0.01 0.00 0.01
H -5.721 3.730 -2.232 -0.01 0.06 0.08
H -6.778 4.173 -3.600 0.02 -0.03 -0.05
H -4.349 3.830 -4.309 0.01 0.00 0.02
H -5.468 2.734 -5.110 0.02 0.00 -0.01
C 4.119 -3.418 6.070 -0.01 0.01 0.00
C 3.500 -2.254 5.329 0.02 -0.01 -0.01
O 4.466 -1.744 4.406 -0.05 0.00 0.01
P 3.853 -0.789 3.207 -0.02 -0.07 -0.02
O 3.144 -1.927 2.287 0.04 0.08 0.03
C 3.913 -2.930 1.610 0.00 0.00 -0.04
C 3.045 -4.156 1.435 0.03 -0.02 0.05
O 5.283 -0.582 2.487 0.02 -0.04 0.07
C 5.640 0.695 1.939 -0.04 0.02 -0.07
C 7.047 1.030 2.377 0.02 0.01 -0.01
H 3.417 -3.814 6.806 0.00 0.00 0.00
H 5.026 -3.103 6.587 0.00 0.00 0.00
H 4.381 -4.215 5.374 0.00 0.00 -0.01
H 3.209 -1.460 6.025 0.00 0.00 0.01
H 2.597 -2.572 4.799 0.01 -0.01 0.00
H 4.811 -3.166 2.186 -0.02 0.02 0.02
H 4.230 -2.514 0.649 -0.01 -0.02 0.00
H 2.769 -4.565 2.408 0.01 -0.01 -0.01
H 3.585 -4.924 0.876 -0.01 0.01 0.00
H 2.128 -3.906 0.904 -0.02 0.02 -0.03
H 4.927 1.454 2.273 0.03 -0.01 0.00
H 5.550 0.622 0.854 0.00 0.04 0.01
H 7.107 1.111 3.463 0.00 0.00 0.01
H 7.358 1.980 1.938 0.00 0.00 0.00
H 7.744 0.256 2.053 0.01 -0.01 0.00
```
Forces are in eV/Å.

[4]
# C4H7N5

A structure of composition C4H7N5 at a distorted geometry (ωB97M-V/def2-TZVPD, the Open Molecules 2025 dataset).

The net charge is +2. For the HOMO energy, the calculation gives -20.04 eV. The value obtained for the energy is -11687.31589 eV. The spin multiplicity is 1. Its energy relative to the best compared isomer or geometry (same formula, charge and spin) is 4.8469 eV. The frontier orbital gap is 9.492 eV.

Geometry as XYZ:
```
16
Properties=species:S:1:pos:R:3:forces:R:3
C -0.863 -0.554 -1.190 -2.33 -3.79 0.11
C 0.554 -0.434 0.774 -2.02 -2.54 -1.85
C -0.449 -1.272 0.041 -1.50 -1.77 2.22
C -0.882 1.436 0.076 4.14 4.35 -0.60
N -0.924 0.735 -1.118 -1.77 -5.65 -4.13
N 2.392 0.499 1.069 7.67 -6.33 1.44
N 1.685 1.373 0.882 -5.59 7.28 -0.65
N 1.826 -0.768 0.958 -3.24 5.79 -0.04
N 0.339 0.854 0.753 1.42 0.00 0.01
H -1.409 -1.240 -2.215 2.34 2.34 2.87
H -1.436 -1.364 0.708 1.66 -0.04 -1.27
H -0.043 -2.295 -0.095 -0.63 0.54 -0.19
H -0.723 2.501 -0.418 0.10 -1.39 2.47
H -0.749 0.659 -2.140 -0.54 4.31 -0.62
H -1.665 1.426 0.803 -1.17 -0.44 -0.26
H 2.346 -1.559 1.112 1.46 -2.65 0.48
```
Forces are in eV/Å.

[5]
# C2H5N2

The ion C2H5N2 with charge +1 at a distorted geometry (ωB97M-V/def2-TZVPD, the Open Molecules 2025 dataset).

The net charge is +1. For the HOMO energy (spin up / spin down), the calculation gives -15.40 / -15.60 eV. The value obtained for the energy is -5122.51073 eV. The spin multiplicity is 1. Its energy relative to the best compared isomer or geometry (same formula, charge and spin) is 4.5360 eV. The frontier orbital gap (spin up / spin down) is 7.949 / 8.800 eV.

Geometry as XYZ:
```
9
Properties=species:S:1:pos:R:3:forces:R:3
C -0.304 -0.221 0.118 -2.41 0.92 3.65
C -1.501 0.454 -0.199 3.36 0.78 -0.33
N 2.159 -0.145 -0.168 4.12 -2.77 0.01
N 1.260 0.481 -0.016 -3.23 4.63 -0.67
H -0.226 0.075 1.196 0.26 -0.71 -0.26
H -0.137 -1.251 0.044 0.06 -1.48 -1.00
H -2.023 0.303 -1.071 -1.74 -0.97 -1.60
H -1.528 1.453 0.181 -0.60 0.40 0.53
H 2.301 -1.148 -0.086 0.18 -0.80 -0.32
```
Forces are in eV/Å.